# C51H43Cl9N8O16

A cluster of 11 separate species, C51H43Cl9N8O16 in total in a non-equilibrium geometry (wB97M-V/def2-TZVPD, the Open Molecules 2025 dataset).

Results
2S+1 = 1
HOMO level = -9.9 eV
Total charge = 0
Kohn-Sham gap = 8.7 eV
Structure (SMILES) = O=[N+]([O-])c1ccccc1.O=[N+]([O-])c1ccccc1.O=[N+]([O-])c1ccccc1.O=[N+]([O-])c1ccccc1.O=[N+]([O-])c1ccccc1.O=[N+]([O-])c1ccccc1.O=[N+]([O-])c1ccccc1.O=[N+]([O-])c1ccccc1.ClC(Cl)Cl.ClC(Cl)Cl.ClC(Cl)Cl

```
127
C51H43Cl9N8O16 (wB97M-V/def2-TZVPD)
Cl 16.5562 21.5352 10.0398
Cl 15.3320 18.7427 8.5208
Cl 19.0344 14.3632 22.1425
Cl 15.3020 18.4075 11.3803
Cl 16.1962 15.0608 21.4897
Cl 17.6179 20.8504 12.6641
Cl 17.1287 12.4185 21.1512
Cl 12.8343 18.6433 9.9024
Cl 17.2418 23.6230 11.9795
O 9.9905 15.0463 20.8220
O 21.6161 18.9158 20.0165
O 14.0281 14.2434 13.8815
O 14.3432 24.2215 19.2538
O 27.2681 15.4304 18.9977
O 15.8663 12.5247 16.0140
O 9.5341 16.7817 19.6525
O 26.1969 13.5671 19.3787
O 18.9778 15.4421 18.3989
O 17.0787 14.4795 17.9002
O 18.3667 11.0569 12.5546
O 20.0354 19.4977 18.7372
O 13.0275 23.0536 17.9872
O 18.7921 9.8436 14.3048
O 15.1322 10.5538 16.1249
O 15.9222 13.4057 13.2569
N 26.2443 14.7171 19.0384
N 18.8853 10.8777 13.6762
N 17.9843 15.2766 17.6721
N 10.2797 15.8271 19.9572
N 14.1301 23.2871 18.4853
N 15.9757 11.3770 16.3829
N 14.7257 13.3139 13.4241
N 20.4196 19.1308 19.8243
C 16.2419 20.6470 16.7072
C 17.5064 20.7683 17.3216
C 18.2498 11.6798 17.2291
C 22.5606 15.2412 18.3157
C 17.8753 16.1841 16.4769
C 13.4995 14.3896 18.7796
C 17.6286 22.0770 11.3412
C 19.8697 18.7476 22.1847
C 12.0793 10.8114 12.6306
C 18.7040 17.3073 16.3536
C 18.6967 17.9522 15.0984
C 20.0958 14.3629 14.5567
C 21.4344 12.7453 15.6635
C 19.2140 11.3862 18.1876
C 19.2971 13.3550 14.0054
C 23.7143 17.3496 17.9305
C 17.7971 17.6035 14.1311
C 24.9911 15.4131 18.6322
C 17.8485 9.6053 19.0666
C 17.1103 10.9470 17.2329
C 12.4818 14.7387 19.6375
C 11.5569 15.6721 19.1834
C 16.5502 22.5886 18.6655
C 21.2297 14.0764 15.3071
C 15.3104 22.4405 18.0473
C 11.6629 16.3280 17.9829
C 19.6597 12.0131 14.2677
C 22.5734 16.6094 17.9664
C 24.9372 16.7293 18.2154
C 19.4527 18.8860 20.8519
C 12.8333 9.6958 12.2979
C 15.1885 21.4737 17.0601
C 16.9836 16.5436 14.2642
C 17.6233 21.7365 18.3011
C 14.4946 18.0318 9.9042
C 12.6797 11.9735 13.0193
C 17.1504 18.4450 21.5177
C 19.0439 10.3340 19.0344
C 17.5864 18.1917 22.8567
C 20.7029 11.7366 15.1692
C 18.1042 18.7461 20.5354
C 14.2066 9.7672 12.3025
C 23.7715 14.6250 18.6408
C 12.6978 15.9163 17.0822
C 18.9019 18.4193 23.1421
C 14.0675 12.0575 13.0640
C 14.8545 10.9534 12.6824
C 17.6175 14.0878 21.0990
C 16.8851 9.8979 18.1527
C 13.6070 14.9550 17.5301
C 17.0346 15.7853 15.4629
H 17.7767 8.7759 19.7412
H 18.5160 21.6989 18.9010
H 16.2959 16.2165 13.4705
H 16.3280 14.9535 15.5614
H 21.6566 17.0235 17.6819
H 19.8602 15.3866 14.4296
H 18.3307 20.0588 17.0803
H 12.2511 14.1976 20.5873
H 15.9739 10.9117 12.6694
H 10.9133 17.0118 17.6708
H 17.8940 14.2888 20.0582
H 12.7476 16.4103 16.1373
H 14.2510 13.7073 19.2081
H 14.3832 14.6720 16.8476
H 11.0000 10.7778 12.6180
H 16.0954 19.8981 15.9083
H 17.8505 18.0930 13.1774
H 17.7416 19.1030 19.5921
H 23.7908 18.4271 17.7470
H 22.3189 12.5773 16.2420
H 12.0114 12.8165 13.2230
H 20.8509 18.9128 22.6437
H 19.3288 18.8229 15.0266
H 15.9413 9.3739 18.0432
H 16.6683 23.2996 19.5014
H 16.8874 17.9931 23.6365
H 18.6489 22.1072 10.9862
H 21.7901 14.9383 15.7062
H 14.2298 21.2446 16.5982
H 19.2087 18.3062 24.2058
H 23.7873 13.5881 18.9334
H 14.4954 16.9471 9.8012
H 18.4791 13.6028 13.3610
H 20.8912 10.7169 15.4480
H 25.8985 17.2740 18.1869
H 12.3283 8.7258 12.0555
H 19.3340 17.6049 17.2196
H 18.4345 12.5166 16.5281
H 20.1527 11.9181 18.1230
H 19.8773 10.1174 19.7362
H 16.1191 18.3630 21.1783
H 21.6130 14.7272 18.3149
H 14.8408 8.9076 12.0937
```

=====

# C51H43N5O12SW

A structure of composition C51H43N5O12SW in a non-equilibrium geometry (wB97M-V/def2-TZVPD, the Open Molecules 2025 dataset).

Results
2S+1 = 3
HOMO level (alpha / beta) = -4.9 / -7.3 eV
Energy relative to the best compared isomer or geometry (same formula, charge and spin) = 61.3 kcal/mol
Total charge = 0
Kohn-Sham gap (alpha / beta) = 3.6 / 5.8 eV
Expectation value of S² = 2.031

```
113
C51H43N5O12SW (wB97M-V/def2-TZVPD)
W -0.2424 0.6182 -0.1089
S 0.3161 -1.9104 -3.0768
O -4.9661 2.6248 0.5701
O -0.2686 2.5207 0.3105
O -0.8438 -1.2028 0.0557
O -4.0514 5.3007 1.4357
O -2.3955 -2.7939 0.2465
O 3.9432 -0.3750 12.4175
O 1.3159 1.1505 -1.0925
O -1.1133 5.4061 1.1466
O -2.3720 1.0388 0.0192
O 0.6759 -1.1239 -1.8562
O -0.9847 0.8890 -1.9040
O 4.4858 3.6635 -3.6542
N -1.0792 0.2611 2.1868
N 0.6672 -0.4247 6.8022
N 1.4501 0.6055 1.4219
N 1.5098 -2.6613 0.5686
N 2.7624 -0.1305 6.1339
C 1.9861 -0.3433 7.1748
C 2.2900 3.3421 -4.4512
C 5.9727 -4.9000 0.4061
C 0.6141 -0.2313 5.4501
C 1.0191 2.8460 -4.3215
C 1.5543 -1.3256 -4.3001
C 3.7109 -3.8026 0.5395
C -2.5717 2.2858 0.3244
C -1.8229 4.4497 0.9127
C 3.7771 1.0006 2.0296
C -1.3630 -2.2887 0.6188
C 3.2551 3.1141 -3.4601
C 2.4763 -0.4189 8.5322
C 1.6434 -0.5728 9.6436
C 1.2174 0.3041 2.7723
C 3.1949 -5.0712 1.1492
C 3.5435 -0.4139 11.1206
C -2.3510 0.0731 2.5684
C 4.7197 -1.5430 -0.7675
C -3.8177 3.0242 0.6125
C -2.7563 -0.1749 3.8656
C 3.5830 0.5413 3.3356
C 1.9398 -0.0582 5.0596
C -0.5951 -3.4937 4.0853
C 5.3135 -0.2108 12.6995
C -0.1160 0.1305 3.1730
C 2.1702 -0.5722 10.9148
C 0.7909 -3.5269 4.0835
C 1.6078 1.8636 -2.1836
C -3.3496 4.4035 1.0303
C -1.4574 3.1053 0.5003
C 5.4056 3.6303 -2.5869
C -1.7662 1.5347 -4.0527
C -0.5639 -2.8018 1.7762
C 4.3850 -0.2996 10.0161
C 2.7208 1.0236 1.1612
C 0.8444 -2.8829 1.7570
C -0.4690 -0.1404 4.5383
C -1.2609 -3.1335 2.9316
C 3.3902 -1.6026 -0.4085
C 5.5556 -2.6047 -0.4670
C 2.2888 0.2394 3.7114
C 2.8825 -2.7009 0.2893
C 3.8508 -0.2971 8.7445
C 1.5029 -3.2293 2.9382
C -1.8037 -0.2700 4.8777
C -0.6700 1.5124 -3.0219
C 2.8988 2.3575 -2.3488
C 1.0954 -3.5473 -2.7448
C 0.6125 2.0792 -3.1971
C 5.0594 -3.7346 0.1663
H -1.1473 -3.7338 4.9810
H 0.3013 3.0759 -5.0916
H 2.5674 3.9307 -5.3103
H 5.0935 -0.6699 -1.2818
H 4.7424 1.3499 1.6974
H 1.1099 -4.1443 -3.6492
H 5.9079 -1.0317 12.2855
H 5.8883 -5.2883 1.4199
H 2.0986 -3.3848 -2.3616
H 2.5806 -3.2331 2.9592
H 5.7646 2.6123 -2.3989
H 3.6201 2.1492 -1.5744
H -2.6485 2.0076 -3.6203
H 2.1140 -5.0678 1.2417
H 2.7079 -0.8047 -0.6729
H 0.4918 -4.0437 -1.9900
H 1.6188 -2.0012 -5.1462
H 2.5117 -1.2358 -3.8004
H -3.8039 -0.2823 4.0842
H -2.1014 -0.4490 5.8988
H 3.6333 -5.2209 2.1361
H -2.0472 0.5099 -4.3021
H 7.0071 -4.6149 0.2265
H 1.3252 -3.7945 4.9827
H 5.7213 -5.7091 -0.2799
H 4.3849 0.4698 4.0486
H 3.4837 -5.9207 0.5321
H 5.6950 0.7424 12.3164
H 0.9997 -2.0539 -0.0731
H 5.3964 -0.2236 13.7861
H 6.2442 4.2546 -2.8933
H -1.4829 2.0602 -4.9562
H 2.8895 1.3894 0.1605
H 1.2266 -0.3461 -4.6375
H 5.4531 -0.2012 10.1382
H 1.5332 -0.6797 11.7784
H -3.1018 0.1248 1.7922
H -2.3383 -3.0818 2.9056
H -0.1114 -0.5787 7.4172
H 0.5760 -0.6793 9.5222
H 4.4877 -0.1834 7.8823
H 4.9670 4.0373 -1.6704
H 6.5961 -2.5679 -0.7549
```